# 1
78
Properties=species:S:1:pos:R:3:forces:R:3:lowdin_spin:R:1 method="wB97M-V/def2-TZVPD" multiplicity=2 s2=0.88 total_charge=-1
Cr 2.889398 -0.476592 0.857271 0.034 0.163 -0.674 1.34
O 1.592016 0.348305 6.702989 0.010 0.005 -0.008 0.00
C 2.016871 0.207966 5.420980 0.005 -0.019 0.027 0.00
C 2.795927 -0.878335 5.021568 0.044 0.031 0.035 0.00
C 3.168689 -0.943566 3.696355 0.020 0.048 -0.041 0.00
N 2.809233 0.001859 2.843631 -0.379 -0.111 0.136 0.00
C 2.050550 1.031996 3.202932 0.002 -0.015 -0.019 0.00
C 1.625528 1.183875 4.504171 0.087 0.031 -0.018 0.00
C 1.666721 1.880649 1.989902 -0.217 0.025 -0.119 0.00
O 0.985238 2.885454 2.119227 0.155 -0.043 0.265 0.01
O 2.099260 1.373252 0.893176 0.231 -0.163 -0.074 0.01
C 3.932333 -2.069959 2.999534 0.003 0.008 0.047 0.00
O 4.394189 -2.979020 3.666936 0.001 0.009 -0.029 0.00
O 3.987881 -1.906704 1.722897 0.038 0.080 0.166 0.01
H 1.917650 -0.391755 7.226331 -0.003 -0.005 -0.001 0.00
H 3.093692 -1.667054 5.701748 -0.002 0.003 0.004 0.00
H 0.999745 2.016988 4.790018 -0.009 -0.005 0.002 0.00
C -4.234650 2.919201 -1.083583 -0.004 0.003 -0.013 0.00
C -2.764002 3.195456 -1.375135 0.003 0.002 -0.024 0.00
C -2.408718 4.637220 -1.009209 0.001 0.003 -0.010 0.00
Sb -1.234253 1.856043 -0.537815 -0.111 0.025 -0.051 0.00
C -1.612766 0.108515 -1.808297 0.037 -0.033 -0.021 0.00
C -1.342314 0.548479 -3.247890 -0.146 0.096 -0.085 0.00
C -2.916908 -0.674779 -1.740036 -0.034 0.022 0.003 0.00
C -2.160021 1.432734 1.405993 -0.040 -0.030 -0.040 0.00
C -2.337105 2.765111 2.135297 0.020 0.014 -0.018 0.00
C -3.441248 0.605774 1.482017 0.013 0.090 0.009 0.00
H -4.871530 3.637843 -1.614915 0.001 0.002 -0.002 0.00
H -4.458175 3.021152 -0.020165 0.000 0.014 -0.015 0.00
H -4.540760 1.919196 -1.390458 0.008 -0.016 0.003 0.00
H -2.601282 3.076981 -2.451656 0.002 -0.012 -0.006 0.00
H -2.534491 4.817626 0.060914 0.004 0.008 -0.010 0.00
H -3.055942 5.346272 -1.539035 -0.005 -0.001 -0.001 0.00
H -1.372647 4.875420 -1.255734 -0.001 -0.002 -0.006 0.00
H -0.796670 -0.559062 -1.517660 -0.089 0.088 -0.006 0.00
H -2.164031 1.155715 -3.639609 -0.034 0.042 0.023 0.00
H -1.239404 -0.327398 -3.897549 -0.061 0.142 0.075 0.00
H -0.422561 1.132517 -3.336407 -0.278 -0.079 -0.036 0.00
H -3.789219 -0.040297 -1.911461 -0.014 0.019 -0.008 0.00
H -3.053887 -1.178011 -0.784437 0.009 0.000 0.052 0.00
H -2.919842 -1.450487 -2.515983 0.010 0.022 0.029 0.00
H -1.363172 0.885034 1.914575 0.046 -0.053 0.050 0.00
H -3.155154 3.348564 1.705190 0.010 -0.007 0.005 0.00
H -1.427355 3.366100 2.106946 0.011 -0.001 0.010 0.00
H -2.588874 2.587384 3.187211 0.005 0.002 0.000 0.00
H -4.229981 1.001157 0.840406 0.018 -0.015 0.026 0.00
H -3.823005 0.612296 2.510744 0.001 -0.003 0.000 0.00
H -3.283137 -0.432388 1.207826 0.056 -0.125 -0.070 0.00
C 4.010345 -0.834157 -3.052382 -0.013 -0.006 -0.001 0.00
C 2.560705 -0.412747 -3.307530 -0.014 0.018 0.008 0.00
C 2.278915 1.001279 -2.788593 0.051 -0.008 -0.014 0.00
C 1.542937 -1.421120 -2.804694 -0.014 -0.030 -0.039 -0.03
C 0.675413 -1.984930 -3.731618 0.106 -0.152 0.074 0.00
C -0.305571 -2.889029 -3.354311 0.073 -0.028 0.003 -0.03
C -0.412937 -3.240486 -2.019325 0.054 -0.038 -0.005 0.00
C 0.426986 -2.704423 -1.049272 0.040 -0.181 -0.016 -0.03
C 0.219784 -3.147167 0.385412 0.031 -0.175 -0.056 0.00
C 1.430941 -3.890137 0.955453 0.020 0.020 -0.076 0.00
C -0.246481 -2.002569 1.275414 0.034 0.082 0.197 0.00
C 1.420583 -1.773543 -1.435868 -0.055 0.243 -0.087 -0.02
N 2.229583 -1.151870 -0.514710 0.237 -0.149 0.360 -0.25
H 4.690126 -0.145693 -3.561863 0.000 0.002 0.008 0.00
H 4.195261 -1.840571 -3.434829 -0.004 -0.001 -0.004 0.00
H 4.237073 -0.825912 -1.988595 -0.004 0.001 0.016 0.00
H 2.426985 -0.387895 -4.395138 0.006 0.006 -0.010 0.00
H 2.303227 1.034240 -1.700568 -0.011 0.041 0.000 0.00
H 1.295870 1.344629 -3.119651 0.310 0.014 0.079 0.00
H 3.028389 1.699443 -3.171390 0.004 0.002 -0.007 0.00
H 0.770539 -1.698162 -4.773863 -0.001 0.005 0.002 0.00
H -0.976729 -3.314225 -4.090760 -0.008 0.005 -0.005 0.00
H -1.177205 -3.946406 -1.710147 0.004 0.006 0.000 0.00
H -0.603292 -3.870257 0.348838 -0.001 0.003 0.024 0.00
H 2.333219 -3.284790 0.909016 -0.023 -0.033 0.034 0.00
H 1.613413 -4.807253 0.390807 -0.007 -0.006 -0.006 0.00
H 1.252925 -4.164693 1.998966 0.005 0.002 -0.007 0.00
H 0.455437 -1.169024 1.242842 -0.027 -0.019 0.039 0.00
H -0.341049 -2.334285 2.314096 -0.018 0.000 -0.015 0.00
H -1.217182 -1.644951 0.944497 -0.236 0.121 -0.055 0.00

***

# 2
11
Properties=species:S:1:pos:R:3:forces:R:3:nbo_charge:R:1 method="wB97M-V/def2-TZVPD" total_charge=0
C 0.404243 0.643341 0.519632 -2.155 -0.890 0.324 -0.34
C 1.489314 0.795065 -0.222578 1.847 -2.176 -0.239 -0.28
C -0.724980 -0.359423 0.469518 -0.625 0.752 -0.401 0.22
N -1.341156 -0.629319 1.556895 2.234 -0.018 -1.178 -0.62
S 1.902922 -0.222831 -1.658548 -0.167 0.683 0.938 -0.01
S -1.312949 -0.702950 -1.319896 -1.541 1.291 1.833 -0.11
H 0.136231 1.146302 1.411648 1.058 0.925 1.081 0.24
H 2.455512 1.001196 0.245994 -0.584 1.563 -0.104 0.24
H 0.706453 -0.782166 -1.451684 0.372 -0.482 -0.983 0.12
H -1.858950 -1.489702 1.576632 -0.993 -0.035 -0.535 0.37
H -1.856642 0.600482 -1.127617 0.553 -1.615 -0.737 0.18

***

# 3
22
Properties=species:S:1:pos:R:3:forces:R:3:nbo_charge:R:1 method="wB97M-V/def2-TZVPD" total_charge=+1
O -0.182709 0.349903 2.026282 9.131 1.173 0.455 -1.05
O -2.992515 -1.321935 1.399420 -2.466 -2.617 -0.702 -0.87
C -3.104259 -1.251202 0.051542 -0.920 -1.560 -1.119 0.22
O -2.312755 -0.076377 -0.314049 -0.914 -1.062 -4.666 -0.71
C -2.163849 0.261390 -1.675580 0.359 0.280 -1.012 -0.26
Hg -2.014154 0.322242 1.569637 -1.716 3.947 5.304 1.61
H -4.124909 -1.072348 -0.339574 0.246 -0.068 0.271 0.15
H -2.652130 -2.122607 -0.460438 -0.133 0.240 0.196 0.16
H -2.248966 1.350027 -1.747224 -0.261 -0.263 -0.223 0.21
H -1.155920 -0.009807 -2.020969 -0.305 -0.134 0.044 0.19
H -2.916736 -0.263362 -2.281582 0.204 0.378 0.154 0.21
S 1.239868 0.410109 1.423306 -1.702 -1.769 1.085 2.23
O 1.685289 -0.782104 0.745662 -0.526 1.551 1.035 -0.82
O 2.192541 0.927138 2.549203 -1.403 -0.194 -1.034 -0.67
C 1.251022 1.822107 0.187187 0.378 0.244 -0.052 0.79
F 1.914257 1.437369 -0.878317 -0.023 -0.109 0.151 -0.26
F -0.002659 2.078334 -0.131698 -0.398 0.092 -0.079 -0.30
F 1.815789 2.873335 0.727765 -0.039 0.121 0.072 -0.27
C 3.324923 0.110795 2.971246 0.703 -0.566 0.314 -0.26
H 4.155866 0.287691 2.282248 -0.191 -0.022 0.253 0.22
H 3.062553 -0.950772 3.005591 -0.051 0.290 -0.133 0.22
H 3.538250 0.455229 3.984963 0.026 0.048 -0.315 0.24

***

# 4
19
Properties=species:S:1:pos:R:3:forces:R:3:nbo_charge:R:1 method="wB97M-V/def2-TZVPD" total_charge=-1
C 1.614439 1.127009 -0.947931 1.377 1.116 -0.519 -0.43
C 1.211736 2.606309 -1.129306 -0.927 0.301 -3.374 -0.61
C 0.834301 0.715888 0.311964 -1.494 -1.525 -0.171 -0.24
N -0.624067 0.378106 -0.088999 2.074 -2.344 2.921 -0.65
C -0.530037 -1.183942 -0.343868 -0.569 2.184 -0.115 -0.28
C -0.784385 -1.939925 0.954151 -2.495 -1.085 2.084 -0.02
O -2.124979 -1.968877 1.276952 1.856 0.021 -0.256 -0.96
H 1.638428 0.617453 -2.012880 -1.135 0.282 2.429 0.22
H 2.703755 0.956425 -0.654142 -0.962 0.945 -0.354 0.18
H 1.395217 3.188563 -0.278788 0.382 0.732 1.421 0.19
H 1.734089 3.127319 -1.990580 -0.364 -0.587 0.779 0.18
H 0.077523 2.747054 -1.372369 1.927 -0.717 0.533 0.22
H 0.729313 1.546846 1.114498 0.899 -1.190 -1.438 0.19
H 1.401579 -0.207537 0.693827 -1.161 1.360 0.262 0.18
H -1.127339 0.266863 0.858767 0.526 0.684 -1.719 0.37
H 0.460860 -1.503397 -0.590288 0.900 0.384 -1.058 0.15
H -1.228709 -1.179949 -1.199903 0.103 -1.538 0.626 0.20
H -0.314611 -3.120433 0.885585 -0.437 2.620 0.084 0.06
H -0.178126 -1.286968 1.883591 -0.500 -1.643 -2.134 0.05

***

# 5
19
Properties=species:S:1:pos:R:3:forces:R:3:lowdin_spin:R:1 method="wB97M-V/def2-TZVPD" multiplicity=5 s2=6.01 total_charge=+1
C 0.035327 -2.077759 -0.129146 -1.407 -2.826 0.367 0.50
Pt 0.534563 -0.098461 -0.142359 3.065 -0.441 0.994 1.93
N 0.461706 1.943311 0.359504 -0.372 1.649 0.414 0.19
N 0.742899 0.091635 -2.218936 0.333 1.019 -2.174 0.20
H 1.313934 2.218858 0.861488 -0.248 -0.113 -0.157 0.02
H -1.067080 -0.192517 -0.293801 -2.001 0.478 -0.228 0.33
H -0.725036 -2.201770 0.644824 0.119 -0.204 -0.035 0.03
H 0.910860 -2.699835 0.081665 0.418 0.388 0.164 0.07
H -0.412695 -2.367735 -1.081873 -0.074 0.267 -0.036 0.04
H 1.637671 0.512187 -2.487065 -0.313 -0.102 -0.180 0.02
H -0.025274 0.654809 -2.588152 0.294 -0.130 -0.216 0.01
H 0.694713 -0.816464 -2.673645 0.009 -0.067 -0.011 0.01
H 0.327341 2.589712 -0.413710 -0.106 0.035 0.055 0.01
H -0.323121 2.035365 1.013500 0.036 0.155 -0.021 0.01
O -1.202217 0.984879 2.538158 1.176 -0.975 -0.120 0.06
Cl -0.257170 -0.018265 3.008794 -1.420 0.744 3.161 0.00
O 0.390417 0.384802 4.222568 -0.438 -0.289 -1.571 0.03
O -0.862721 -1.310834 3.138280 0.766 0.883 -0.954 0.08
O 0.860574 -0.109951 1.926725 0.163 -0.473 0.547 0.48

***

Number 1: F_max 0.69 eV/A, calculated total energy -77880.5812 eV. Number 2: F_max 2.86 eV/A, calculated total energy -26349.7330 eV. Number 3: F_max 9.22 eV/A, calculated total energy -37664.7681 eV. Number 4: F_max 4.28 eV/A, calculated total energy -8914.1653 eV. Number 5: F_max 3.54 eV/A, calculated total energy -28116.0077 eV.